The following is a quantum chemistry calculation of a structure of composition C32H57N8O8S2SiTl, from the Open Molecules 2025 dataset.

Last column: Löwdin charge in e.
Positions of all 109 atoms, in Å:
Tl -0.489 0.297 0.136  0.8385
C -1.304 -4.833 2.320  -0.0294
C -1.211 -3.690 1.303  -0.6383
C -2.603 -3.117 1.031  -0.0265
C -0.619 -4.214 -0.012  -0.0195
O -0.454 -2.598 1.816  -0.2291
Si 0.997 -2.503 2.621  -0.2226
S 1.675 -0.581 2.480  0.2138
O 0.752 -3.103 4.170  -0.1682
C 0.286 -2.467 5.357  -0.6604
C -0.892 -1.534 5.060  -0.0492
C 1.419 -1.696 6.040  -0.0439
C -0.181 -3.602 6.269  -0.0438
O 1.878 -3.755 1.987  -0.1640
C 3.226 -4.165 2.131  -0.6602
C 3.194 -5.637 2.558  -0.0378
C 3.994 -3.350 3.171  -0.0525
C 3.899 -4.031 0.763  -0.0299
H -1.934 -5.636 1.928  0.0812
H -1.731 -4.467 3.256  0.0745
H -0.306 -5.221 2.526  0.0765
H -3.230 -3.840 0.504  0.0840
H -2.510 -2.210 0.431  0.0627
H -3.085 -2.846 1.974  0.0721
H -1.250 -5.005 -0.424  0.0868
H 0.381 -4.597 0.166  0.0733
H -0.547 -3.395 -0.730  0.0515
H -0.520 -0.686 4.480  0.0481
H -1.351 -1.178 5.985  0.0896
H -1.634 -2.068 4.459  0.0750
H 1.809 -0.956 5.344  0.0452
H 2.224 -2.386 6.307  0.0785
H 1.063 -1.192 6.943  0.0796
H -1.017 -4.130 5.804  0.0751
H -0.496 -3.214 7.240  0.0774
H 0.634 -4.313 6.414  0.0797
H 2.718 -5.717 3.537  0.0822
H 4.203 -6.052 2.611  0.0763
H 2.610 -6.216 1.839  0.0789
H 3.485 -3.419 4.135  0.0738
H 4.011 -2.299 2.882  0.0511
H 5.016 -3.721 3.271  0.0812
H 3.389 -4.661 0.030  0.0792
H 4.948 -4.329 0.820  0.0777
H 3.833 -2.994 0.431  0.0899
O 2.285 6.261 -1.418  0.0593
C 1.606 5.254 -1.318  -0.3009
C 0.385 5.070 -0.476  -0.3388
O -0.285 5.961 0.042  0.0276
C 0.146 3.632 -0.419  -0.3558
C 1.105 2.946 -1.232  -0.3286
O 1.222 1.697 -1.320  -0.1328
C 1.838 3.950 -2.017  -0.3124
O 2.464 3.769 -3.054  0.0402
O -0.786 3.038 0.203  -0.1614
N -2.916 0.796 -1.412  0.1386
C -3.257 1.890 -1.581  -0.3026
N -3.689 3.121 -1.779  -0.0825
C -2.740 4.207 -2.019  -0.1229
C -2.540 4.409 -3.520  -0.1625
C -3.886 4.625 -4.219  -0.2086
C -4.852 3.476 -3.908  -0.1855
C -4.994 3.306 -2.394  -0.1568
H -1.803 3.974 -1.525  0.0916
H -3.144 5.113 -1.561  0.1369
H -2.048 3.523 -3.934  0.1127
H -1.878 5.262 -3.682  0.1172
H -3.737 4.710 -5.298  0.1015
H -4.327 5.564 -3.867  0.1086
H -4.460 2.547 -4.333  0.1120
H -5.834 3.664 -4.350  0.1021
H -5.626 2.455 -2.144  0.1235
H -5.441 4.206 -1.960  0.1243
C -1.202 2.177 3.269  -0.0905
N -2.419 2.319 2.487  -0.0456
C -3.473 1.506 2.587  -0.8900
S -4.878 1.743 1.697  0.5366
N -3.357 0.503 3.510  -0.0474
C -4.387 -0.502 3.668  -0.1487
H -0.639 3.102 3.166  0.0937
H -0.554 1.362 2.923  0.0163
H -1.452 2.027 4.321  0.0845
H -2.291 2.854 1.630  0.0927
H -2.414 0.181 3.676  0.0838
H -4.661 -0.960 2.715  0.0564
H -5.287 -0.049 4.084  0.0642
H -4.021 -1.262 4.359  0.0697
C -0.219 0.409 -3.682  -0.1647
N 0.072 -0.145 -5.016  -0.0850
C 1.397 -0.768 -4.959  -0.1771
N 1.470 -1.833 -3.954  -0.0859
C 1.142 -1.238 -2.646  -0.1729
N -0.191 -0.637 -2.654  -0.1431
C -1.180 -1.652 -2.996  -0.1883
N -0.908 -2.262 -4.311  -0.0877
C -0.910 -1.185 -5.306  -0.1952
C 0.446 -2.827 -4.269  -0.1909
H -1.215 0.858 -3.690  0.1119
H 0.519 1.169 -3.430  0.1155
H 2.135 -0.001 -4.718  0.1312
H 1.628 -1.195 -5.941  0.1152
H 1.866 -0.459 -2.404  0.1240
H 1.186 -2.018 -1.881  0.1237
H -2.169 -1.192 -3.008  0.1056
H -1.170 -2.440 -2.239  0.0987
H -1.905 -0.734 -5.330  0.1193
H -0.696 -1.618 -6.289  0.1140
H 0.670 -3.268 -5.246  0.1143
H 0.474 -3.617 -3.513  0.1201

Results
**Energy relative to the best compared isomer or geometry (same formula, charge and spin)**: 33.03 kJ/mol
**HOMO level**: -1.6112 eV
**Largest force on an atom**: 0.53 eV/Å
**Net charge**: -2

=====

The following is a quantum chemistry calculation of a structure of composition C32H58AsCuN5OPSi2, from the Open Molecules 2025 dataset.

Last column: Löwdin charge in e.
Positions of all 101 atoms, in Å:
Cu -0.427 -0.023 2.686  0.2750
C -1.729 1.533 -2.194  -0.1423
N -2.424 2.694 -1.486  -0.0861
C -3.724 2.159 -0.908  -0.1490
N -3.488 1.082 -0.023  -0.1346
C -2.754 0.011 -0.706  -0.1481
N -1.506 0.477 -1.297  -0.1306
C -0.487 0.742 -0.269  -0.2910
P -1.010 1.959 1.072  0.8319
C -1.528 3.246 -0.412  -0.1538
C -2.835 1.498 1.241  -0.2426
H -0.793 1.923 -2.595  0.1320
H -2.398 1.232 -3.006  0.1338
H -2.638 3.419 -2.174  0.1658
H -4.321 1.837 -1.767  0.1301
H -4.211 2.991 -0.399  0.1338
H -3.388 -0.396 -1.499  0.1310
H -2.525 -0.777 0.011  0.1221
H 0.419 1.127 -0.747  0.0783
H -0.228 -0.230 0.158  0.0013
H -0.629 3.582 -0.926  0.0791
H -2.041 4.116 -0.001  0.0785
H -3.374 2.361 1.647  0.0910
H -2.907 0.685 1.957  0.0329
C 1.385 -5.848 -2.503  -0.2446
Si 0.148 -4.754 -1.567  0.0921
C -1.395 -4.691 -2.661  -0.2425
C -0.333 -5.735 -0.029  -0.2459
As 0.921 -2.712 -0.865  0.6937
Si 1.848 -2.018 -2.835  0.1020
C 2.016 -0.125 -2.828  -0.2414
C 3.613 -2.654 -3.115  -0.2445
C 0.884 -2.381 -4.424  -0.2471
H 0.939 -6.826 -2.715  0.0160
H 2.283 -6.007 -1.900  0.0110
H 1.700 -5.407 -3.452  0.0018
H -1.761 -5.692 -2.914  0.0166
H -1.188 -4.155 -3.590  -0.0062
H -2.189 -4.153 -2.137  0.0131
H -0.763 -6.706 -0.291  0.0193
H -1.066 -5.180 0.562  -0.0046
H 0.539 -5.905 0.609  0.0120
H 2.490 0.243 -1.915  -0.0040
H 1.024 0.329 -2.896  -0.0066
H 2.609 0.216 -3.684  0.0212
H 4.227 -2.339 -2.265  0.0046
H 4.073 -2.271 -4.032  0.0149
H 3.628 -3.746 -3.148  0.0038
H -0.129 -1.984 -4.327  0.0150
H 0.802 -3.450 -4.635  0.0027
H 1.363 -1.903 -5.285  0.0170
C 1.303 4.970 2.785  -0.0631
C 0.154 4.646 1.808  -0.5604
C -1.071 5.429 2.316  -0.0792
C -0.047 3.124 1.881  -0.3271
C 0.614 5.130 0.433  -0.2181
C 1.654 4.451 -0.211  -0.0535
C 2.078 4.807 -1.478  -0.0860
C 1.471 5.868 -2.148  -0.1130
C 0.461 6.570 -1.515  -0.1005
C 0.044 6.208 -0.235  -0.0562
H 1.022 4.664 3.795  0.0818
H 1.522 6.042 2.792  0.0833
H 2.210 4.429 2.511  0.0781
H -1.337 5.037 3.297  0.0822
H -1.941 5.299 1.669  0.0592
H -0.877 6.503 2.415  0.0727
H 0.330 2.705 2.810  0.0220
H 2.093 3.597 0.290  0.1010
H 2.872 4.246 -1.957  0.0992
H 1.792 6.142 -3.145  0.0920
H -0.013 7.407 -2.015  0.0933
H -0.757 6.768 0.229  0.0973
N 3.490 -4.196 1.033  0.1657
C 3.580 -3.442 2.148  -0.5318
O 3.959 -3.849 3.236  0.0379
C 3.171 -2.014 1.921  -0.1676
C 3.866 -1.205 1.042  -0.0284
C 3.439 0.096 0.851  -0.0536
C 2.288 0.519 1.496  -0.1320
N 1.584 -0.270 2.312  0.0100
C 2.045 -1.506 2.544  -0.0690
H 3.698 -5.178 1.123  0.1042
H 2.894 -3.871 0.257  -0.0181
H 4.722 -1.599 0.508  0.1193
H 3.966 0.769 0.189  0.1025
H 1.874 1.513 1.349  0.0703
H 1.461 -2.121 3.218  0.1284
C -3.926 -2.506 3.754  -0.1124
C -2.865 -1.874 2.848  -0.5543
C -2.063 -2.972 2.150  -0.1224
C -1.941 -0.923 3.617  -0.2666
H -4.593 -3.177 3.201  0.0627
H -4.535 -1.738 4.237  0.0646
H -3.439 -3.088 4.543  0.0714
H -3.413 -1.324 2.067  0.0938
H -1.498 -3.545 2.896  0.0807
H -1.337 -2.559 1.445  0.0227
H -2.706 -3.672 1.607  0.0660
H -1.475 -1.528 4.414  0.0232
H -2.548 -0.175 4.149  0.0197

Results
**Energy relative to the best compared isomer or geometry (same formula, charge and spin)**: 192.21 kJ/mol
**HOMO level (spin up / spin down)**: -2.3793 / -3.4986 eV
**2S+1**: 2
**Largest force on an atom**: 0.22 eV/Å
**Net charge**: -1